[1]
{
  "formula": "C6H16N",
  "method": "ωB97M-V with the def2-TZVPD basis set",
  "e_homo_ev": [-3.72, -9.69],
  "spin_multiplicity": 2,
  "lumo_energy_ev": [1.0, 0.8],
  "gap_ev": [4.70, 10.46],
  "elements": ["C", "C", "C", "C", "H", "H", "H", "H", "H", "H", "H", "H", "H", "H", "C", "C", "N", "H", "H", "H", "H", "H", "H"],
  "xyz": [[-0.081177, 3.397112, -0.576458], [-0.085969, -0.390605, -1.506892], [-0.573447, 0.941157, -0.929869], [0.364501, 2.096635, -1.231588], [-1.126833, 3.606806, -0.803555], [0.509092, 4.244283, -0.925479], [0.035238, 3.350378, 0.505745], [-0.640042, -1.227179, -1.067751], [0.977487, -0.571151, -1.348742], [-0.287960, -0.443633, -2.575682], [-0.744310, 0.875739, 0.151154], [-1.580128, 1.135090, -1.309641], [1.352778, 1.824763, -0.854557], [0.446720, 2.227523, -2.311507], [-0.250516, -2.494949, 2.043518], [0.026604, -3.676656, 1.462310], [0.414503, -1.280307, 1.587431], [-0.820680, -2.374416, 2.946149], [-0.369668, -4.594788, 1.867354], [0.613927, -3.739037, 0.558156], [1.384104, -1.501404, 1.147787], [-0.118499, -0.849495, 0.838957], [0.554274, -0.555861, 2.333166]],
  "forces_ev_per_angstrom": [[0.07, 0.08, -0.12], [-0.47, -0.11, 0.10], [-0.19, -0.25, -0.08], [-0.10, 0.05, 0.25], [-0.05, 0.03, 0.02], [0.02, 0.01, -0.02], [-0.09, -0.04, 0.08], [0.03, -0.06, -0.07], [0.07, 0.09, 0.06], [0.14, 0.07, -0.08], [0.25, 0.04, 0.10], [0.04, 0.13, -0.17], [0.13, 0.05, -0.13], [0.05, -0.03, -0.07], [-0.42, 0.19, 0.11], [0.31, -0.06, -0.17], [0.04, -0.11, -0.18], [0.09, -0.02, 0.15], [0.04, -0.02, 0.12], [-0.11, -0.03, -0.11], [0.11, -0.04, 0.25], [0.14, 0.22, 0.10], [-0.10, -0.17, -0.15]]
}



[2]
{
  "formula": "C6H16N",
  "method": "ωB97M-V with the def2-TZVPD basis set",
  "e_homo_ev": -13.07,
  "spin_multiplicity": 1,
  "lumo_energy_ev": -3.1,
  "charge": 1,
  "gap_ev": 9.97,
  "elements": ["C", "N", "C", "H", "H", "H", "H", "H", "H", "H", "H", "C", "C", "C", "C", "H", "H", "H", "H", "H", "H", "H", "H"],
  "xyz": [[-2.408699, -0.641297, 1.129067], [-1.521479, -0.414977, -0.050420], [-1.501525, 1.001612, -0.487205], [-2.091121, -1.594301, 1.551381], [-2.232341, 0.192613, 1.809558], [-3.450044, -0.695432, 0.824232], [-1.779437, -1.010142, -0.809754], [-0.578006, -0.657803, 0.168120], [-2.563272, 1.228640, -0.652853], [-0.928580, 1.037744, -1.440187], [-1.114352, 1.680855, 0.302176], [1.567877, -0.377408, 0.396758], [1.664967, 0.379245, -0.732522], [1.726311, 1.882372, -0.781589], [1.655862, -1.914150, 0.437760], [1.483549, 0.105632, 1.385879], [1.844777, -0.160603, -1.681963], [2.644497, 2.268320, -1.317281], [0.886808, 2.172827, -1.467096], [1.569873, 2.407404, 0.227164], [0.703050, -2.394213, 0.098425], [2.000766, -2.325503, 1.417695], [2.420516, -2.171424, -0.327335]],
  "forces_ev_per_angstrom": [[0.48, -0.33, 0.05], [-0.61, 0.89, 0.73], [-0.66, 0.36, -0.81], [-0.25, 0.15, 0.28], [-0.14, -0.28, 0.08], [0.06, 0.14, -0.08], [-0.40, -0.47, -0.76], [1.33, -0.30, 0.39], [0.40, 0.35, -0.21], [-0.44, 0.30, 0.87], [0.00, -0.76, -0.59], [-0.01, 0.34, -0.30], [0.80, -1.07, 1.43], [-0.66, 0.81, -0.32], [0.40, 0.30, -0.84], [0.03, 0.06, -0.56], [-0.20, 0.38, 0.43], [-0.83, -0.54, 0.87], [0.66, 0.27, 0.58], [0.40, -0.89, -1.48], [0.69, 0.09, 0.51], [-0.53, 0.46, -0.81], [-0.52, -0.24, 0.52]]
}



[3]
{
  "formula": "C6H16N",
  "method": "ωB97M-V with the def2-TZVPD basis set",
  "e_homo_ev": -13.22,
  "spin_multiplicity": 1,
  "lumo_energy_ev": -3.1,
  "charge": 1,
  "gap_ev": 10.14,
  "elements": ["C", "N", "C", "H", "H", "H", "H", "H", "H", "H", "H", "C", "C", "C", "C", "H", "H", "H", "H", "H", "H", "H", "H"],
  "xyz": [[-2.178122, -0.786056, 1.121859], [-1.379015, -0.538051, -0.115610], [-1.639940, 0.777953, -0.728558], [-1.916473, -1.782260, 1.501672], [-1.869666, -0.013100, 1.841459], [-3.250682, -0.719290, 0.898996], [-1.538293, -1.289880, -0.812380], [-0.392263, -0.598905, 0.105507], [-2.698936, 0.830919, -0.940726], [-1.023072, 0.853556, -1.660176], [-1.356226, 1.546778, -0.017643], [1.642287, -0.242624, 0.474425], [1.608665, 0.540637, -0.630537], [1.493931, 2.049669, -0.645366], [1.662038, -1.757235, 0.454029], [1.658610, 0.261236, 1.456136], [1.748102, 0.061217, -1.624099], [2.414988, 2.510095, -0.943826], [0.745513, 2.370928, -1.378275], [1.222693, 2.427106, 0.312644], [1.128686, -2.150975, -0.450585], [1.226272, -2.209480, 1.357132], [2.690900, -2.142239, 0.423931]],
  "forces_ev_per_angstrom": [[0.21, -0.05, 0.25], [-0.92, -0.99, -0.45], [0.54, 0.09, -0.95], [-0.18, 0.35, -0.06], [-0.29, -0.35, -0.17], [0.41, 0.01, 0.06], [-0.09, 0.49, 0.47], [0.82, 0.20, 0.14], [-0.14, 0.15, -0.19], [-0.68, 0.06, 0.87], [0.04, 0.06, -0.03], [-0.19, 0.83, -0.47], [0.31, -0.59, 0.26], [-0.25, -0.96, -0.58], [0.09, -0.27, -0.44], [-0.10, -0.29, -0.42], [-0.33, 0.20, 0.64], [0.61, 0.21, -0.18], [0.10, -0.03, 0.10], [-0.20, 0.34, 0.82], [0.53, 0.18, 0.70], [-0.06, 0.26, -0.26], [-0.22, 0.10, -0.10]]
}



[4]
{
  "formula": "C6H16N",
  "method": "ωB97M-V with the def2-TZVPD basis set",
  "e_homo_ev": -14.91,
  "spin_multiplicity": 1,
  "lumo_energy_ev": -3.3,
  "charge": 1,
  "gap_ev": 11.64,
  "elements": ["C", "C", "C", "N", "H", "H", "H", "H", "H", "H", "H", "H", "C", "C", "C", "H", "H", "H", "H", "H", "H", "H", "H"],
  "xyz": [[-0.652779, -2.179257, 1.387256], [0.387551, -1.125303, 1.459799], [1.685723, -1.274055, 1.627062], [-0.120899, 0.224815, 1.093751], [-0.267216, -3.143238, 1.716993], [-1.525260, -1.988130, 2.011931], [-1.022060, -2.318413, 0.365528], [2.387369, -0.453807, 1.537020], [2.069338, -2.248345, 1.884105], [-0.948478, 0.436874, 1.657569], [-0.426549, 0.238832, 0.110657], [0.581416, 0.955488, 1.209188], [0.001896, 2.402803, -1.102045], [0.177984, 1.097654, -1.897648], [-1.118949, 0.336241, -2.167650], [-0.157985, 3.225822, -1.797481], [0.893798, 2.642432, -0.516996], [-0.882195, 2.394705, -0.460816], [0.887719, 0.433263, -1.389642], [0.652440, 1.296377, -2.856864], [-0.911906, -0.600079, -2.680874], [-1.724051, 0.124029, -1.281200], [-1.770304, 0.892865, -2.840494]],
  "forces_ev_per_angstrom": [[-0.43, -0.48, 0.12], [0.31, -0.08, -0.49], [-0.09, 0.14, 0.19], [-0.33, -0.37, 0.08], [0.19, 0.13, -0.05], [-0.03, 0.24, 0.09], [0.10, 0.12, 0.01], [0.00, -0.02, 0.10], [0.12, -0.05, -0.07], [0.13, 0.23, 0.05], [0.07, 0.04, 0.03], [-0.04, 0.04, 0.07], [0.06, 0.00, -0.54], [-0.04, -0.19, 0.25], [0.00, 0.11, -0.47], [0.00, 0.09, 0.12], [-0.08, 0.08, -0.02], [0.01, -0.07, 0.14], [0.06, -0.04, 0.01], [0.06, 0.11, 0.03], [0.01, -0.16, 0.11], [-0.01, -0.04, 0.13], [-0.05, 0.17, 0.10]]
}



[5]
{
  "formula": "C6H16N",
  "method": "ωB97M-V with the def2-TZVPD basis set",
  "e_homo_ev": -14.22,
  "spin_multiplicity": 1,
  "lumo_energy_ev": -3.7,
  "charge": 1,
  "gap_ev": 10.57,
  "elements": ["C", "C", "C", "C", "H", "H", "H", "H", "H", "H", "H", "H", "H", "H", "C", "C", "N", "H", "H", "H", "H", "H", "H"],
  "xyz": [[1.947004, 0.519004, 3.125728], [1.303338, 0.473913, 1.740826], [-0.197436, 0.756192, 1.725136], [-0.818967, 0.554118, 0.335919], [1.830792, 1.474856, 3.630994], [3.002532, 0.273730, 3.029603], [1.458071, -0.219537, 3.770113], [1.469883, -0.500450, 1.272551], [1.814317, 1.197317, 1.092240], [-0.328230, 1.810273, 1.991044], [-0.760930, 0.158688, 2.444255], [-0.572049, 1.380781, -0.335556], [-1.900160, 0.412841, 0.367328], [-0.364797, -0.343220, -0.109599], [-0.873317, -0.873832, -3.256595], [0.236620, -0.194517, -3.063102], [-1.712521, -1.368599, -2.128855], [-1.251893, -1.208650, -4.211064], [0.906466, 0.016823, -3.885165], [0.538789, 0.225705, -2.112132], [-1.121255, -1.501690, -1.303192], [-2.470667, -0.770739, -1.783385], [-2.135588, -2.273007, -2.337090]],
  "forces_ev_per_angstrom": [[-0.46, -0.51, -0.13], [-0.05, 0.14, -0.12], [-0.15, 0.56, -0.29], [0.50, -0.18, -0.03], [0.07, 0.20, -0.19], [0.04, 0.05, 0.23], [0.23, -0.02, -0.02], [0.13, -0.15, 0.15], [-0.14, -0.02, -0.01], [-0.22, -0.14, 0.20], [0.28, -0.06, 0.13], [-0.13, 0.01, 0.03], [-0.07, 0.17, 0.07], [0.02, -0.03, 0.16], [-0.12, -0.23, -0.25], [-0.02, 0.22, 0.15], [0.12, 0.04, 0.65], [0.12, -0.03, 0.00], [-0.28, 0.10, -0.20], [0.00, -0.35, 0.14], [0.05, -0.03, -0.01], [0.03, 0.33, -0.46], [0.06, -0.08, -0.21]]
}



Strongest force on any atom / eV/A: 0.493, 1.961, 1.428, 0.652, 0.696
Energy above the lowest of the compared OMol25 structures with the same formula, charge and spin / kcal/mol: 50.1, 30.3, 21.9, 22.8, 35.0